# C29H44Cl2N2O7P2SSi

A 2-piece molecular cluster, C29H44Cl2N2O7P2SSi overall at a distorted geometry (wB97M-V/def2-TZVPD, the Open Molecules 2025 dataset).

The value obtained for the electronic energy is -110437.603 eV. Its HOMO-LUMO gap is 8.1 eV. As for the LUMO energy: -0.2 eV. The value obtained for the largest force on an atom is 7.40 eV/A. As for the net charge: 0.

CARTESIAN COORDINATES (ANGSTROEM)
C1 -0.3684 6.8460 1.1189
C2 -0.8816 7.4391 -0.2242
C3 -2.3240 6.9832 -0.5270
O1 -3.0530 7.6942 -1.1794
O2 -2.6975 5.7758 -0.0074
C4 -3.1447 4.8304 -1.0050
C5 -2.3976 4.9331 -2.3525
C6 -2.6941 3.7109 -3.2171
C7 -3.6913 3.7325 -4.2305
P1 -4.7912 5.1896 -4.6133
N1 -3.8548 6.2269 -5.6528
O3 -5.0506 5.9587 -3.1605
C8 -3.9062 2.6130 -5.0248
C9 -3.1917 1.4249 -4.8368
C10 -2.2360 1.3711 -3.8269
C11 -1.9993 2.5167 -3.0507
S1 -0.7344 2.3236 -1.7782
C12 -1.1285 0.6590 -1.2187
C13 -1.1034 0.3226 0.1235
C14 -1.4537 -0.9797 0.5078
C15 -1.4886 -1.3942 1.9543
Cl1 -0.0333 -1.8258 2.8246
C16 -2.6719 -1.4033 2.5803
C17 -2.8902 -1.8050 4.0179
Cl2 -4.1274 -0.9367 1.6936
C18 -1.7889 -1.8840 -0.4965
C19 -1.8130 -1.5390 -1.8421
C20 -1.4816 -0.2413 -2.2381
N2 -1.5466 0.1300 -3.6191
Si1 0.0285 0.0390 -4.4644
C21 0.7894 1.7010 -4.9260
C22 -0.3034 -0.8634 -6.1151
C23 1.2956 -1.0220 -3.5550
H1 -0.8619 7.3341 1.9730
H2 -0.5369 5.7649 1.1981
H3 0.7167 7.0220 1.1771
H4 -0.9009 8.5327 -0.1331
H5 -0.1997 7.1182 -1.0252
H6 -4.2281 4.9429 -1.1556
H7 -2.9187 3.8330 -0.5975
H8 -2.6553 5.8338 -2.9228
H9 -1.3177 4.9768 -2.1205
H10 -3.6146 5.6364 -6.4513
H11 -2.9501 6.4524 -5.2260
H12 -5.0004 6.9188 -3.2856
H13 -4.6486 2.6153 -5.8295
H14 -3.3847 0.5574 -5.4716
H15 -0.8501 1.0571 0.8927
H16 -3.9042 -2.2139 4.1560
H17 -2.1841 -2.5666 4.3716
H18 -2.8222 -0.9514 4.7148
H19 -2.0757 -2.8993 -0.2116
H20 -2.1089 -2.2453 -2.6222
H21 1.3412 2.1942 -4.1159
H22 1.5173 1.5353 -5.7426
H23 -0.0089 2.3285 -5.3578
H24 -0.2149 -0.1469 -6.9545
H25 -1.3336 -1.2519 -6.1585
H26 0.4455 -1.6452 -6.3144
H27 1.6458 -0.5775 -2.6082
H28 0.9361 -2.0361 -3.3205
H29 2.1840 -1.1265 -4.2029
C24 6.8250 -6.0818 6.6611
C25 6.8809 -5.7420 5.1831
O4 5.5813 -5.7371 4.5952
P2 4.5756 -4.4797 4.8955
O5 5.2106 -3.3652 4.1275
O6 3.3757 -4.8446 3.8245
C26 2.8685 -3.8735 2.9097
C27 3.4289 -4.1246 1.5259
O7 3.7861 -5.3137 6.0809
C28 2.3536 -5.3381 6.1963
C29 1.8337 -6.6566 5.6686
H30 6.3253 -5.2916 7.2277
H31 7.8301 -6.2103 7.0659
H32 6.2623 -7.0019 6.8230
H33 7.3713 -4.7776 5.0215
H34 7.4604 -6.5000 4.6550
H35 3.0755 -2.8577 3.2475
H36 1.7816 -3.9857 2.8874
H37 4.5193 -4.1262 1.5355
H38 3.0853 -3.3654 0.8209
H39 3.1145 -5.1055 1.1643
H40 1.8949 -4.4859 5.6970
H41 2.1136 -5.2549 7.2587
H42 2.1108 -6.8154 4.6284
H43 0.7458 -6.6984 5.7473
H44 2.2568 -7.4866 6.2374

Löwdin charges in e:
1. C -0.097
2. C -0.128
3. C -0.485
4. O 0.111
5. O -0.022
6. C -0.138
7. C -0.153
8. C -0.213
9. C -0.305
10. P 0.850
11. N -0.198
12. O -0.317
13. C -0.112
14. C -0.006
15. C -0.293
16. C -0.365
17. S 1.041
18. C -0.411
19. C -0.040
20. C -0.300
21. C -0.643
22. Cl 0.723
23. C -0.685
24. C -0.135
25. Cl 0.692
26. C -0.046
27. C 0.000
28. C -0.297
29. N -0.070
30. Si 0.511
31. C -0.179
32. C -0.171
33. C -0.167
34. H 0.079
35. H 0.070
36. H 0.072
37. H 0.116
38. H 0.118
39. H 0.121
40. H 0.116
41. H 0.089
42. H 0.107
43. H 0.027
44. H 0.027
45. H 0.060
46. H 0.098
47. H 0.120
48. H 0.127
49. H 0.070
50. H 0.059
51. H 0.091
52. H 0.125
53. H 0.126
54. H 0.021
55. H 0.039
56. H 0.036
57. H 0.027
58. H 0.022
59. H 0.027
60. H 0.036
61. H 0.036
62. H 0.040
63. C -0.086
64. C -0.290
65. O -0.204
66. P 0.607
67. O -0.225
68. O -0.249
69. C -0.317
70. C -0.067
71. O -0.211
72. C -0.267
73. C -0.066
74. H 0.068
75. H 0.077
76. H 0.081
77. H 0.110
78. H 0.118
79. H 0.099
80. H 0.075
81. H 0.078
82. H 0.076
83. H 0.078
84. H 0.110
85. H 0.116
86. H 0.075
87. H 0.081
88. H 0.081